{"formula": "C18H24FeN4O3Se2", "method": "the ωB97M-V functional and the def2-TZVPD basis", "charge": 2, "lumo_ev": -6.235, "total_energy_ha": -7211.05721, "multiplicity": 1, "orbital_gap_ev": 7.9, "mol_weight_g_mol": 558.180, "species": ["Fe", "C", "N", "C", "C", "O", "C", "O", "C", "C", "O", "N", "C", "C", "H", "H", "H", "H", "H", "H", "H", "H", "H", "H", "H", "H", "H", "H", "H", "H", "Se", "Se", "C", "C", "C", "C", "C", "N", "C", "C", "C", "C", "C", "N", "H", "H", "H", "H", "H", "H", "H", "H"], "positions_angstrom": [[0.208, 0.016, 0.077], [-1.416, -3.886, -0.028], [-0.246, -3.018, -0.240], [0.997, -3.675, -0.632], [-0.380, -1.737, -0.094], [-1.372, -1.050, 0.144], [1.949, -0.698, -0.159], [2.118, 0.578, 0.405], [2.529, 0.556, 1.786], [1.408, -0.027, 2.627], [0.385, -0.411, 2.005], [1.525, -0.093, 3.932], [2.736, 0.372, 4.619], [0.434, -0.609, 4.764], [-1.726, -4.315, -0.981], [-2.227, -3.303, 0.395], [-1.139, -4.685, 0.657], [0.746, -4.504, -1.292], [1.519, -4.074, 0.237], [1.625, -2.989, -1.188], [2.254, -0.721, -1.198], [2.300, -1.524, 0.448], [2.765, 1.582, 2.064], [3.439, -0.040, 1.863], [3.634, 0.036, 4.107], [2.744, -0.057, 5.617], [2.742, 1.459, 4.710], [-0.447, -0.768, 4.152], [0.215, 0.116, 5.546], [0.740, -1.549, 5.223], [-2.123, 1.430, -1.923], [0.229, 1.131, -2.134], [0.271, -0.303, -3.446], [0.408, 0.069, -4.773], [0.422, -0.947, -5.722], [0.288, -2.256, -5.293], [0.156, -2.502, -3.933], [0.155, -1.543, -3.007], [-1.862, 2.118, -0.140], [-2.750, 3.099, 0.277], [-2.528, 3.738, 1.483], [-1.399, 3.398, 2.214], [-0.589, 2.387, 1.740], [-0.822, 1.718, 0.601], [0.494, 1.107, -5.061], [0.526, -0.713, -6.772], [0.285, -3.079, -5.993], [0.046, -3.518, -3.573], [-3.582, 3.378, -0.355], [-3.202, 4.512, 1.823], [-1.149, 3.900, 3.138], [0.276, 2.088, 2.311]]}

{"formula": "C18H24N2O2", "method": "the ωB97M-V functional and the def2-TZVPD basis", "lumo_ev": 0.828, "smiles": "Cc1ccc(CNC(=O)c2ccc(OCC(C)C)cc2)n1C", "total_energy_ha": -960.30371, "multiplicity": 1, "orbital_gap_ev": 8.6, "mol_weight_g_mol": 300.402, "species": ["C", "C", "C", "C", "C", "C", "N", "C", "O", "C", "C", "C", "C", "O", "C", "C", "C", "C", "C", "C", "N", "C", "H", "H", "H", "H", "H", "H", "H", "H", "H", "H", "H", "H", "H", "H", "H", "H", "H", "H", "H", "H", "H", "H", "H", "H"], "positions_angstrom": [[-0.034, 7.494, 1.192], [0.070, 6.029, 0.947], [0.205, 5.357, -0.239], [0.262, 3.981, 0.054], [0.159, 3.852, 1.415], [0.181, 2.630, 2.277], [0.485, 1.447, 1.514], [-0.339, 0.373, 1.482], [-1.337, 0.296, 2.176], [0.087, -0.725, 0.571], [-0.285, -2.024, 0.898], [0.062, -3.097, 0.101], [0.788, -2.885, -1.069], [1.209, -3.845, -1.929], [0.805, -5.186, -1.743], [-0.648, -5.439, -2.171], [-1.052, -6.867, -1.820], [-0.803, -5.176, -3.666], [1.145, -1.577, -1.413], [0.803, -0.515, -0.606], [0.039, 5.103, 1.953], [-0.096, 5.374, 3.356], [0.761, 7.844, 1.852], [0.052, 8.019, 0.245], [-0.993, 7.755, 1.641], [0.258, 5.801, -1.214], [0.350, 3.186, -0.660], [0.920, 2.753, 3.084], [-0.798, 2.450, 2.737], [1.307, 1.472, 0.934], [-0.858, -2.180, 1.800], [-0.240, -4.088, 0.400], [1.480, -5.765, -2.381], [0.964, -5.499, -0.704], [-1.294, -4.740, -1.629], [-0.978, -7.041, -0.748], [-0.407, -7.580, -2.329], [-2.078, -7.053, -2.127], [-0.454, -4.175, -3.909], [-1.845, -5.262, -3.962], [-0.219, -5.893, -4.240], [1.694, -1.425, -2.329], [1.072, 0.483, -0.920], [-0.391, 6.410, 3.505], [-0.859, 4.726, 3.794], [0.848, 5.201, 3.882]]}

{"formula": "C18H24N2O3S", "method": "the ωB97M-V functional and the def2-TZVPD basis", "lumo_ev": 0.474, "smiles": "CC(=O)N1CCc2cc(S(=O)(=O)NCCC3=CCCCC3)ccc21", "total_energy_ha": -1433.72939, "multiplicity": 1, "orbital_gap_ev": 9.1, "mol_weight_g_mol": 348.468, "species": ["C", "C", "O", "N", "C", "C", "C", "C", "C", "S", "O", "O", "N", "C", "C", "C", "C", "C", "C", "C", "C", "C", "C", "C", "H", "H", "H", "H", "H", "H", "H", "H", "H", "H", "H", "H", "H", "H", "H", "H", "H", "H", "H", "H", "H", "H", "H", "H"], "positions_angstrom": [[0.414, 5.656, 0.911], [0.949, 4.326, 0.434], [1.466, 4.185, -0.653], [0.805, 3.293, 1.319], [0.173, 3.416, 2.631], [0.199, 2.009, 3.252], [0.915, 1.190, 2.221], [1.251, -0.145, 2.245], [1.925, -0.666, 1.152], [2.313, -2.405, 1.122], [3.579, -2.611, 0.483], [2.096, -2.951, 2.435], [1.159, -2.976, 0.053], [-0.130, -3.345, 0.603], [-1.169, -2.227, 0.412], [-1.506, -2.020, -1.040], [-2.527, -2.642, -1.616], [-2.903, -2.489, -3.058], [-2.228, -1.273, -3.686], [-0.752, -1.255, -3.307], [-0.606, -1.085, -1.797], [2.261, 0.114, 0.064], [1.921, 1.458, 0.028], [1.242, 1.986, 1.118], [0.597, 6.395, 0.136], [0.914, 5.967, 1.826], [-0.655, 5.597, 1.101], [-0.850, 3.785, 2.520], [0.730, 4.131, 3.245], [0.729, 1.994, 4.205], [-0.808, 1.625, 3.426], [1.019, -0.788, 3.079], [1.565, -3.632, -0.591], [-0.491, -4.256, 0.122], [0.000, -3.542, 1.674], [-2.065, -2.511, 0.966], [-0.772, -1.303, 0.835], [-3.144, -3.318, -1.039], [-2.608, -3.395, -3.598], [-3.989, -2.406, -3.145], [-2.346, -1.298, -4.771], [-2.703, -0.362, -3.316], [-0.293, -2.198, -3.612], [-0.234, -0.445, -3.823], [-0.850, -0.055, -1.515], [0.425, -1.266, -1.491], [2.804, -0.342, -0.749], [2.174, 2.079, -0.814]]}

{"formula": "C18H24N2O4", "method": "the ωB97M-V functional and the def2-TZVPD basis", "lumo_ev": 0.511, "smiles": "CCCCCCC(=O)N(O)[C@H]1CC(=O)N(c2ccc(C)cc2)C1=O", "total_energy_ha": -1110.78021, "multiplicity": 1, "orbital_gap_ev": 9.3, "mol_weight_g_mol": 332.400, "species": ["C", "C", "C", "C", "C", "C", "C", "O", "N", "O", "C", "C", "C", "O", "N", "C", "C", "C", "C", "C", "C", "C", "C", "O", "H", "H", "H", "H", "H", "H", "H", "H", "H", "H", "H", "H", "H", "H", "H", "H", "H", "H", "H", "H", "H", "H", "H", "H"], "positions_angstrom": [[-0.146, -0.776, 3.804], [-0.495, -2.256, 3.913], [0.325, -3.168, 2.998], [1.832, -3.177, 3.279], [2.651, -2.168, 2.470], [2.586, -2.425, 0.960], [1.429, -1.698, 0.323], [1.054, -0.583, 0.631], [0.775, -2.348, -0.677], [1.188, -3.573, -1.178], [-0.314, -1.681, -1.363], [-1.603, -1.566, -0.555], [-1.952, -0.089, -0.568], [-2.942, 0.419, -0.122], [-0.919, 0.588, -1.196], [-0.855, 2.006, -1.275], [0.292, 2.659, -0.848], [0.359, 4.036, -0.936], [-0.707, 4.776, -1.435], [-0.624, 6.270, -1.503], [-1.851, 4.103, -1.845], [-1.930, 2.724, -1.774], [0.091, -0.225, -1.647], [1.081, 0.113, -2.239], [0.821, -0.571, 4.257], [-0.892, -0.178, 4.321], [-0.115, -0.458, 2.764], [-0.367, -2.582, 4.949], [-1.551, -2.388, 3.659], [0.152, -2.885, 1.960], [-0.057, -4.185, 3.120], [1.998, -2.990, 4.342], [2.225, -4.175, 3.063], [2.307, -1.152, 2.657], [3.691, -2.238, 2.797], [3.489, -2.029, 0.487], [2.522, -3.493, 0.750], [1.851, -3.423, -1.873], [-0.462, -2.204, -2.312], [-2.426, -2.153, -0.959], [-1.453, -1.868, 0.483], [1.114, 2.085, -0.450], [1.253, 4.547, -0.606], [-1.400, 6.675, -2.147], [0.347, 6.584, -1.880], [-0.749, 6.696, -0.508], [-2.690, 4.662, -2.231], [-2.823, 2.209, -2.094]]}